Computed, not measured: 11 unconnected molecules or ions with the total composition C78H170N8O11, with wB97M-V/def2-TZVPD.

As for the frontier orbital gap: 8.5 eV. Its strongest force on any atom is 3.4 eV/A. As for the SMILES: CC1(C)CCCC(C)(C)N1O.CC1(C)CCCC(C)(C)N1O.CC1(C)CCCC(C)(C)N1O.CC1(C)CCCC(C)(C)N1O.CC1(C)CCCC(C)(C)N1O.CC1(C)CCCC(C)(C)N1O.CC1(C)CCCC(C)(C)N1O.CC1(C)CCCC(C)(C)N1O.CCO.CCO.CCO. The value obtained for the LUMO energy is 0.6 eV. The value obtained for the energy relative to the best compared isomer or geometry (same formula, charge and spin) is 46.5 kcal per mole. Its energy is -4339.1653 Ha.

Geometry as ORCA input:
```
! wB97M-V def2-TZVPD RIJCOSX def2/J DEFGRID3
* xyz 0 1
C 18.8878 12.2293 15.2597
C 18.2343 13.1119 14.2255
C 18.9059 12.9300 12.8996
C 18.1086 13.6018 11.7653
C 16.6633 13.1699 11.6757
C 15.9327 13.4974 13.0220
N 16.7770 12.7369 14.0559
O 16.1281 12.9232 15.3061
C 15.6082 14.9610 13.2012
C 14.6175 12.7374 13.0631
C 18.4859 14.5858 14.4933
H 18.5184 12.3029 16.2387
H 19.9255 12.4470 15.1846
H 18.6773 11.1590 15.0028
H 19.8747 13.4025 12.9348
H 19.0376 11.8474 12.6035
H 18.5440 13.3155 10.7593
H 18.0736 14.7033 11.7748
H 16.4858 12.1433 11.3468
H 16.1745 13.7462 10.8668
H 15.1266 15.2526 12.2026
H 14.6956 15.0816 13.8559
H 16.4575 15.6379 13.4583
H 14.1837 12.9508 14.0146
H 13.9953 12.9882 12.1889
H 14.8527 11.6832 13.0973
H 18.5646 15.1465 13.5915
H 19.4484 14.7212 15.0010
H 17.6711 14.9019 15.0998
H 16.2841 13.8961 15.6323
C 12.6310 18.4233 24.2547
C 11.6367 17.2446 24.5080
C 10.8289 16.9997 23.2405
C 11.5943 16.3085 22.1405
C 12.0662 14.9408 22.7623
C 12.9318 15.1392 24.0009
N 12.2393 15.9648 24.9984
O 13.1888 16.3595 26.0059
C 13.0551 13.6877 24.7095
C 14.3893 15.4802 23.6275
C 10.6000 17.7348 25.5715
H 12.1416 19.3862 23.9378
H 13.4049 18.1674 23.4955
H 13.1136 18.5954 25.2449
H 10.0084 16.3702 23.5192
H 10.4215 17.9314 22.8759
H 12.4053 16.9001 21.7047
H 10.8909 16.1795 21.3105
H 12.5274 14.1983 22.0794
H 11.2104 14.4069 23.1137
H 12.0857 13.3010 24.9502
H 13.4516 12.9628 24.0167
H 13.6030 13.7477 25.5906
H 14.8958 14.5818 23.2801
H 14.5545 16.2749 22.8880
H 14.9896 15.7626 24.4785
H 10.1055 18.6769 25.1163
H 11.1335 17.9732 26.4915
H 9.8715 16.9161 25.7376
H 12.8088 15.9720 26.8030
C 19.4366 22.6350 20.8098
C 18.8211 22.8341 19.3931
C 20.0165 22.5872 18.4292
C 19.5231 22.5487 16.9924
C 18.3314 21.6271 16.8249
C 17.1633 21.7892 17.7628
N 17.7387 21.8619 19.0796
O 16.6364 22.1660 19.9893
C 16.2351 22.9070 17.2702
C 16.3245 20.4818 17.7646
C 18.4107 24.3207 19.2673
H 18.7546 22.6733 21.6407
H 20.2026 23.4016 20.9636
H 19.9320 21.6727 20.8370
H 20.8715 23.2846 18.6024
H 20.3463 21.5587 18.7042
H 20.2904 22.2997 16.2685
H 19.2220 23.5769 16.7138
H 18.7219 20.5919 16.8702
H 17.9211 21.6978 15.7991
H 15.5844 23.2190 18.1596
H 16.7233 23.7285 16.7837
H 15.5990 22.4112 16.5220
H 16.9400 19.7815 18.2779
H 15.3488 20.7154 18.2316
H 16.2442 20.1450 16.7196
H 19.2411 25.0014 19.4228
H 17.5858 24.5175 19.9354
H 18.0274 24.4048 18.2667
H 16.6430 21.4285 20.5759
C 10.5258 12.0555 19.5273
C 10.3789 11.3748 18.1420
C 8.9386 11.2711 17.6808
C 8.3104 12.5802 17.1452
C 9.2216 13.0498 16.0693
C 10.6456 13.3202 16.5573
N 11.1909 12.0709 17.0908
O 12.4732 12.2670 17.5870
C 11.4945 13.6187 15.3186
C 10.7142 14.5577 17.4260
C 10.9382 9.9708 18.2043
H 9.9562 12.9461 19.6972
H 11.6198 12.1401 19.6336
H 10.3380 11.1895 20.1825
H 8.9445 10.5150 16.8476
H 8.2820 10.7426 18.4006
H 8.2263 13.2740 18.0121
H 7.3574 12.3583 16.7519
H 8.8708 13.9453 15.4561
H 9.2658 12.2253 15.3049
H 11.4719 12.8312 14.5439
H 10.9825 14.5025 14.9190
H 12.5499 13.9047 15.5070
H 10.3470 15.3950 16.8021
H 10.1829 14.4924 18.3383
H 11.6932 14.7789 17.7907
H 11.9627 9.9609 18.3585
H 10.7739 9.4466 17.2560
H 10.5657 9.4394 19.0655
H 13.1498 11.7354 17.0839
C 19.9630 16.7534 17.5720
C 19.7485 16.8631 19.1018
C 20.3229 18.2616 19.5628
C 19.8530 18.6032 20.9705
C 18.3480 18.6249 21.0874
C 17.6771 17.3258 20.6742
N 18.2319 16.9169 19.3795
O 17.6533 15.6216 19.1591
C 17.8477 16.2820 21.8877
C 16.1897 17.5203 20.4251
C 20.4432 15.7185 19.8478
H 19.5425 17.6280 16.9976
H 19.3434 15.9466 17.1607
H 20.9894 16.5417 17.3352
H 21.3980 18.2165 19.3946
H 19.7762 18.9870 18.8977
H 20.2047 19.6036 21.2154
H 20.1968 17.8848 21.7525
H 18.1013 19.4526 20.4022
H 17.9899 18.8923 22.1155
H 17.1682 16.5889 22.7051
H 17.5255 15.2884 21.5771
H 18.8841 16.1980 22.1654
H 15.7032 16.5517 20.4351
H 15.6755 18.1704 21.2208
H 15.9813 17.9510 19.4076
H 21.5427 15.8718 19.9727
H 20.3070 14.8841 19.1840
H 19.8502 15.5496 20.7508
H 16.9363 15.7470 18.4586
C 19.4715 21.1178 13.5343
C 20.2206 19.9395 12.8620
C 19.8649 18.7789 13.8244
C 18.3781 18.3413 13.7517
C 18.1686 17.9080 12.2597
C 18.4224 19.0159 11.2122
N 19.7565 19.5549 11.5379
O 20.2649 20.4357 10.5653
C 18.5521 18.4835 9.7531
C 17.3226 20.0693 11.3218
C 21.7008 20.2671 12.7034
H 19.5814 22.0867 12.8942
H 20.0088 21.2343 14.4694
H 18.4472 20.8097 13.6359
H 20.3642 17.8167 13.5537
H 20.2194 19.0841 14.8688
H 17.6975 19.0802 14.0537
H 18.3144 17.4727 14.4157
H 17.1324 17.6861 12.0805
H 18.7398 17.0176 12.0900
H 18.3893 19.3657 9.0939
H 19.4761 18.0174 9.5822
H 17.7946 17.7192 9.5219
H 16.3516 19.6210 11.0225
H 17.0610 20.3324 12.3181
H 17.5451 20.8956 10.7167
H 22.1431 20.2916 13.7148
H 21.8216 21.2193 12.2580
H 22.2584 19.5065 12.1458
H 21.0083 19.8836 10.1615
C 12.4829 17.2466 14.2004
C 12.5391 18.5467 13.3684
C 11.2159 19.2905 13.6332
C 11.2497 20.7131 12.9556
C 12.4481 21.4631 13.5250
C 13.7059 20.6796 13.2102
N 13.6301 19.3715 13.8343
O 14.8718 18.6351 13.4782
C 13.9492 20.7727 11.7141
C 14.9218 21.4268 13.8607
C 12.5847 18.0344 11.9085
H 11.6678 16.5751 13.9129
H 12.2604 17.4668 15.2197
H 13.4867 16.8055 14.2159
H 10.3423 18.7777 13.1863
H 11.1445 19.4584 14.7264
H 10.2162 21.0762 13.1089
H 11.2348 20.7391 11.8870
H 12.3734 21.5006 14.6492
H 12.5970 22.4436 13.1291
H 13.0402 20.6263 11.1628
H 14.4572 21.6927 11.5316
H 14.6639 20.0209 11.3571
H 14.8091 22.4605 13.5373
H 14.9937 21.3441 14.9166
H 15.9282 21.1057 13.5446
H 11.6178 17.4206 11.7928
H 13.4219 17.3831 11.7226
H 12.5939 18.8712 11.1957
H 15.2081 18.4171 14.3317
C 12.6099 20.3287 17.5470
C 11.7621 19.5934 18.6352
C 12.6550 19.2737 19.8144
C 12.9429 20.5648 20.6457
C 11.6846 21.3576 20.9964
C 10.6808 21.6129 19.8128
N 10.5307 20.2853 19.0910
O 9.7911 20.6145 17.9183
C 9.3225 21.9401 20.5119
C 11.0521 22.8321 18.8558
C 11.2993 18.2561 18.0633
H 13.2424 21.1118 17.9347
H 11.9854 20.8008 16.7475
H 13.2787 19.6366 17.0456
H 12.0509 18.6465 20.4972
H 13.6116 18.8073 19.5016
H 13.6699 21.2285 20.2107
H 13.3715 20.1724 21.6189
H 11.8534 22.2785 21.4864
H 11.1992 20.7356 21.7354
H 8.9755 21.1731 21.2036
H 9.4586 22.8472 20.9690
H 8.5076 22.0791 19.8354
H 11.0210 23.7572 19.3979
H 12.0773 22.5197 18.5473
H 10.2810 22.9065 18.1348
H 12.1631 17.6397 18.0198
H 10.8639 18.2712 17.0710
H 10.5984 17.7734 18.7776
H 9.1859 19.8779 17.7727
C 15.8973 13.0560 20.4861
C 14.5356 12.9101 19.9090
O 14.1934 13.9120 18.9703
H 16.0732 13.8416 21.2501
H 16.6601 13.2150 19.6751
H 16.1062 12.0479 20.8927
H 13.8211 12.9669 20.7405
H 14.4528 11.9656 19.4558
H 13.3312 13.6981 18.6028
C 14.5047 9.3154 15.3828
C 15.2719 9.8546 16.6175
O 14.8892 11.1553 16.8276
H 14.7354 10.1027 14.6110
H 13.4117 9.2466 15.5814
H 14.9533 8.3980 15.0217
H 16.2816 9.8058 16.4220
H 15.0408 9.2897 17.5492
H 15.4246 11.7759 16.2616
C 15.5194 17.4085 16.5142
C 14.7065 16.1240 16.8945
O 15.6499 15.0275 16.9992
H 15.0084 18.2842 16.1861
H 16.2232 17.1983 15.7197
H 16.1027 17.6145 17.4471
H 13.8749 15.8077 16.2815
H 14.3622 16.3471 17.9204
H 15.1755 14.4027 17.6639
*
```

Atomic partial charges in e from the Mulliken method, atoms 1 to 4:
1. C -2.344
2. C 2.055
3. C -1.233
4. C 0.487